Model 1:
18
Properties=species:S:1:pos:R:3 method="wB97M-V/def2-TZVPD" homo_ev="-12.52 / -12.52" total_charge=+1 e_lumo_ev="-4.82 / -4.82"
C 0.765 0.770 0.376
C -0.656 1.578 -1.251
C -1.554 0.357 -1.022
C 0.255 -2.800 0.887
N 0.181 1.807 -0.175
N -0.596 -0.632 -0.571
N 1.794 0.880 1.173
S -1.135 -1.556 0.630
H 0.000 1.426 -2.040
H -1.308 2.435 -1.565
H -2.365 0.481 -0.270
H -1.769 -0.085 -1.972
H 0.048 -3.159 1.894
H 1.209 -2.367 0.763
H 0.167 -3.626 0.186
H 0.592 2.690 -0.079
H 2.150 1.737 1.437
H 2.222 0.064 1.598



Model 2:
18
Properties=species:S:1:pos:R:3 method="wB97M-V/def2-TZVPD" homo_ev=-13.26 total_charge=+1 e_lumo_ev=-3.95
C -0.460 -2.401 1.269
C -0.966 0.904 0.475
C 0.592 2.065 -1.000
C -0.074 -0.023 -1.688
N 0.794 -2.001 1.384
N -0.305 0.923 -0.636
N -1.244 1.516 1.492
S -1.655 -1.444 0.638
H -0.515 -3.479 1.675
H 1.754 1.718 -1.033
H 0.348 2.574 -1.898
H 0.371 2.818 -0.250
H 0.872 -0.682 -1.608
H -0.935 -0.588 -1.689
H -0.094 0.469 -2.676
H 1.477 -2.529 1.935
H -1.170 1.280 2.465
H 1.210 -1.122 1.144



Most stable one: model 2, least stable one: model 1.



Model 1:
30
Properties=species:S:1:pos:R:3 method="wB97M-V/def2-TZVPD" homo_ev="-13.03 / -13.39" total_charge=+1 e_lumo_ev="-3.61 / -6.94" multiplicity=2
C 2.513 0.430 0.616
C 3.974 0.360 0.101
C 1.615 0.380 -0.558
C 1.658 -0.344 -1.741
C 0.239 0.894 -0.484
C -0.507 0.438 -1.605
C -0.290 1.954 0.221
C -1.705 0.890 -2.038
C -1.636 2.365 -0.125
C -2.274 1.905 -1.228
N 0.435 -0.355 -2.308
H 2.310 -0.362 1.341
H 2.277 1.335 1.180
H 4.651 0.512 0.948
H 2.488 -0.760 -2.288
H 0.231 -0.599 -3.276
H 0.371 2.454 0.915
H -2.320 0.612 -2.884
H -1.995 3.170 0.504
H -3.260 2.259 -1.490
H 4.180 1.107 -0.655
H 4.260 -0.651 -0.193
C -2.456 -2.007 2.488
C -1.853 -2.629 1.223
H -3.068 -2.650 3.128
H -1.713 -1.476 3.088
H -3.193 -1.208 2.322
H -1.022 -3.285 1.470
H -1.326 -1.755 0.814
H -2.584 -2.985 0.511



Model 2:
30
Properties=species:S:1:pos:R:3 method="wB97M-V/def2-TZVPD" homo_ev="-13.03 / -13.59" total_charge=+1 e_lumo_ev="-3.84 / -6.95" multiplicity=2
C 1.438 3.302 -0.602
C 2.513 3.089 0.473
H 0.517 2.751 -0.461
H 1.196 4.363 -0.542
H 1.845 3.048 -1.583
H 2.852 2.050 0.511
H 2.010 3.231 1.434
H 3.331 3.789 0.355
C -1.951 0.249 -1.362
C -0.564 0.595 -1.928
C -1.818 -0.470 -0.032
C -1.938 0.107 1.253
C -1.078 -1.666 0.126
C -0.679 -1.709 1.478
C -0.615 -2.697 -0.721
C 0.407 -2.460 1.935
C 0.425 -3.518 -0.305
C 0.852 -3.426 1.021
N -1.141 -0.546 2.138
H -2.545 1.159 -1.234
H -2.625 -0.363 -1.971
H -0.156 1.539 -1.595
H -2.605 0.868 1.629
H -1.399 -0.558 3.115
H -0.953 -2.608 -1.749
H 0.757 -2.222 2.925
H 0.613 -4.337 -0.984
H 1.754 -4.003 1.211
H -0.649 0.512 -3.006
H 0.206 -0.067 -1.531



Most stable one: model 1, least stable one: model 2.



Model 1:
20
Properties=species:S:1:pos:R:3 method="wB97M-V/def2-TZVPD" homo_ev="-8.24 / -7.24" e_lumo_ev="-1.09 / -0.61"
C -1.045 -2.315 -0.185
C 0.072 -1.956 0.531
C -2.531 1.123 -0.608
C -0.898 1.738 0.794
C -1.742 0.014 -0.391
C -0.704 0.413 0.512
C -1.515 -1.257 -0.920
C 0.382 -0.548 0.583
C 2.507 0.820 -0.247
C 2.981 -0.594 -0.180
C 1.588 -0.155 0.177
N -2.035 2.131 0.158
O 2.774 1.953 -0.539
H -1.276 -3.343 -0.417
H 0.873 -2.653 0.718
H -3.452 1.216 -1.147
H -0.335 2.406 1.413
H 3.129 -1.168 -1.088
H 3.663 -0.876 0.614
H -2.437 3.052 0.223



Model 2:
20
Properties=species:S:1:pos:R:3 method="wB97M-V/def2-TZVPD" smiles="O=C=Nc1cccc2ccccc12" homo_ev=-8.08 e_lumo_ev=0.15
O -0.090 0.982 4.258
C -0.245 0.665 3.106
N -0.357 0.543 1.859
C 0.020 -0.343 0.886
C 0.485 -1.636 1.079
C 0.913 -2.396 -0.002
C 0.814 -1.929 -1.287
C 0.259 -0.641 -1.550
C 0.208 -0.099 -2.816
C -0.435 1.173 -2.932
C -0.912 1.953 -1.843
C -0.642 1.462 -0.550
C -0.073 0.203 -0.433
H 0.352 -2.073 2.163
H 1.478 -3.285 0.173
H 1.147 -2.467 -2.181
H 0.698 -0.662 -3.584
H -0.544 1.510 -3.936
H -1.435 2.871 -2.040
H -0.835 1.983 0.377



Most stable one: model 2, least stable one: model 1.